Version one
{
  "formula": "C3H7NOS",
  "method": "ωB97M-V with the def2-TZVPD basis set",
  "orbital_gap_ev": 9.84,
  "elements": ["C", "S", "C", "C", "N", "O", "H", "H", "H", "H", "H", "H", "H"],
  "coordinates": [[-0.386, -2.231, 0.690], [0.406, -1.154, -0.529], [-0.630, 0.365, -0.221], [0.096, 1.695, -0.569], [1.430, 1.805, -0.323], [-0.615, 2.618, -0.888], [-0.071, -3.247, 0.429], [-0.057, -1.978, 1.668], [-1.468, -2.188, 0.624], [-1.569, 0.356, -0.815], [-0.977, 0.376, 0.840], [1.969, 0.959, -0.188], [1.871, 2.625, -0.717]],
  "nbo_charge": [-0.73, 0.15, -0.62, 0.66, -0.83, -0.60, 0.23, 0.21, 0.22, 0.24, 0.24, 0.40, 0.41]
}



Version two
{
  "formula": "C3H7NOS",
  "method": "ωB97M-V with the def2-TZVPD basis set",
  "orbital_gap_ev": 9.90,
  "elements": ["C", "N", "O", "C", "S", "C", "H", "H", "H", "H", "H", "H", "H"],
  "coordinates": [[0.862, -0.020, -2.615], [0.682, 0.699, -1.582], [-0.335, 0.141, -0.801], [-0.504, 1.028, 0.255], [-1.546, 0.206, 1.497], [-0.316, -0.950, 2.061], [0.371, -1.013, -2.787], [1.644, 0.344, -3.249], [0.491, 1.346, 0.656], [-1.067, 1.914, -0.079], [0.483, -0.516, 2.680], [-0.848, -1.680, 2.743], [0.083, -1.499, 1.221]],
  "nbo_charge": [-0.13, -0.13, -0.42, -0.21, 0.21, -0.77, 0.19, 0.19, 0.20, 0.19, 0.22, 0.23, 0.22]
}



Least stable structure: version two



Version one
{
  "formula": "C5H5F2N",
  "method": "ωB97M-V with the def2-TZVPD basis set",
  "orbital_gap_ev": 9.59,
  "elements": ["F", "C", "F", "C", "C", "C", "N", "C", "H", "H", "H", "H", "H"],
  "coordinates": [[2.437, 1.147, -0.100], [1.891, -0.058, 0.256], [2.464, -1.023, -0.521], [0.428, -0.024, 0.065], [-0.458, -1.140, 0.075], [-1.735, -0.644, -0.106], [-1.626, 0.719, -0.237], [-0.330, 1.106, -0.135], [2.213, -0.276, 1.277], [-0.168, -2.185, 0.194], [-2.678, -1.146, -0.146], [-2.409, 1.356, -0.409], [-0.029, 2.168, -0.212]],
  "nbo_charge": [-0.35, 0.57, -0.35, -0.21, -0.28, -0.07, -0.50, -0.04, 0.13, 0.23, 0.22, 0.42, 0.23]
}



Version two
{
  "formula": "C5H5F2N",
  "method": "ωB97M-V with the def2-TZVPD basis set",
  "orbital_gap_ev": 10.36,
  "elements": ["N", "C", "C", "F", "C", "F", "H", "C", "C", "H", "H", "H", "H"],
  "coordinates": [[3.448, 2.204, -0.532], [3.196, 1.171, -0.148], [2.888, -0.157, 0.263], [2.890, -0.441, 1.562], [2.353, -0.970, -0.655], [1.820, -2.159, -0.474], [2.659, -0.734, -1.761], [-0.482, 0.468, -0.136], [-0.476, -0.467, 0.845], [-0.136, 1.539, -0.027], [-0.827, 0.314, -1.177], [-0.936, -1.384, 0.772], [0.099, -0.290, 1.667]],
  "nbo_charge": [-0.26, 0.20, 0.19, -0.29, 0.26, -0.29, 0.20, -0.39, -0.38, 0.20, 0.19, 0.19, 0.19]
}



Least stable structure: version two



Version one
{
  "formula": "C3HFO3",
  "method": "ωB97M-V with the def2-TZVPD basis set",
  "orbital_gap_ev": 9.34,
  "elements": ["O", "C", "C", "F", "H", "O", "C", "O"],
  "coordinates": [[-1.458, 1.767, -0.024], [-0.369, 1.422, -0.080], [0.886, 0.997, -0.123], [1.215, 0.220, -1.145], [1.791, 1.539, 0.441], [-1.686, -1.431, 0.172], [-0.681, -1.961, 0.288], [0.301, -2.553, 0.470]],
  "nbo_charge": [-0.40, 0.63, -0.13, -0.32, 0.22, -0.51, 1.02, -0.52]
}



Version two
{
  "formula": "C3HFO3",
  "method": "ωB97M-V with the def2-TZVPD basis set",
  "orbital_gap_ev": 9.28,
  "elements": ["O", "C", "C", "F", "H", "O", "C", "O"],
  "coordinates": [[0.612, 1.144, 0.952], [0.981, 0.490, 0.074], [1.223, -0.303, -0.946], [2.492, -0.330, -1.616], [0.504, -0.969, -1.374], [-1.974, 0.871, 1.716], [-1.970, -0.024, 0.987], [-1.868, -0.879, 0.207]],
  "nbo_charge": [-0.41, 0.63, -0.11, -0.33, 0.23, -0.49, 1.02, -0.53]
}



Least stable structure: version one



Version one
{
  "formula": "C6H17N2",
  "method": "ωB97M-V with the def2-TZVPD basis set",
  "total_charge": 1,
  "orbital_gap_ev": 10.40,
  "elements": ["C", "C", "C", "C", "C", "C", "N", "N", "H", "H", "H", "H", "H", "H", "H", "H", "H", "H", "H", "H", "H", "H", "H", "H", "H"],
  "coordinates": [[-2.375, -0.834, -0.499], [0.523, 1.552, 1.165], [2.146, -0.391, -0.753], [0.737, -1.649, 0.798], [-1.876, 0.216, 0.471], [0.073, 0.706, -0.089], [0.048, 1.565, -1.240], [0.745, -0.707, -0.310], [-1.817, -0.668, -1.467], [-2.150, -1.800, -0.216], [-3.370, -0.654, -0.760], [-0.389, 1.963, 1.675], [1.174, 2.339, 0.822], [1.106, 0.942, 1.889], [1.948, 0.156, -1.736], [2.586, 0.294, -0.089], [2.713, -1.408, -0.906], [1.461, -1.404, 1.582], [-0.246, -1.931, 1.229], [1.088, -2.592, 0.377], [-1.797, -0.059, 1.541], [-2.249, 1.263, 0.366], [0.545, 2.510, -1.068], [-0.773, 1.696, -1.770], [0.150, -1.106, -1.011]],
  "nbo_charge": [-0.65, -0.67, -0.43, -0.44, -0.32, 0.34, -0.90, -0.40, 0.19, 0.21, 0.25, 0.25, 0.21, 0.22, 0.26, 0.23, 0.24, 0.24, 0.25, 0.23, 0.21, 0.22, 0.40, 0.40, 0.43]
}



Version two
{
  "formula": "C6H17N2",
  "method": "ωB97M-V with the def2-TZVPD basis set",
  "total_charge": 1,
  "orbital_gap_ev": 9.56,
  "elements": ["C", "C", "N", "C", "C", "C", "N", "C", "H", "H", "H", "H", "H", "H", "H", "H", "H", "H", "H", "H", "H", "H", "H", "H", "H"],
  "coordinates": [[1.826, -2.960, 0.608], [1.468, -2.100, -0.589], [1.103, -0.713, -0.278], [-0.077, -0.492, 0.527], [-0.518, 0.932, 0.449], [-1.632, 1.171, 1.502], [-1.022, 1.268, -0.974], [-1.002, 2.744, -1.260], [2.823, -3.372, 0.655], [1.048, -3.715, 0.737], [1.774, -2.415, 1.558], [0.560, -2.530, -1.048], [2.089, -2.059, -1.514], [1.912, -0.129, -0.137], [-0.909, -1.125, 0.194], [0.154, -0.742, 1.598], [0.306, 1.585, 0.741], [-1.487, 2.206, 1.805], [-1.510, 0.411, 2.311], [-2.682, 1.021, 1.265], [-0.419, 0.836, -1.681], [-2.002, 0.983, -0.890], [-1.223, 3.264, -0.307], [-1.590, 2.914, -2.167], [0.020, 3.113, -1.400]],
  "nbo_charge": [-0.65, -0.23, -0.67, -0.24, -0.04, -0.66, -0.52, -0.43, 0.24, 0.22, 0.21, 0.19, 0.22, 0.38, 0.21, 0.21, 0.22, 0.23, 0.26, 0.23, 0.46, 0.44, 0.24, 0.25, 0.24]
}



Least stable structure: version one



Version one
{
  "formula": "C6H17N2",
  "method": "ωB97M-V with the def2-TZVPD basis set",
  "total_charge": 1,
  "orbital_gap_ev": 9.27,
  "elements": ["C", "C", "N", "C", "C", "C", "C", "N", "H", "H", "H", "H", "H", "H", "H", "H", "H", "H", "H", "H", "H", "H", "H", "H", "H"],
  "coordinates": [[2.789, 0.805, 0.794], [1.317, 0.852, 0.330], [0.687, -0.457, 0.072], [1.594, -1.568, -0.233], [-0.372, -0.325, -0.950], [-1.738, -0.267, -0.261], [-2.720, 0.689, -0.931], [-1.690, -0.058, 1.220], [2.881, 0.483, 1.825], [3.347, 0.135, 0.170], [3.163, 1.808, 0.639], [0.777, 1.339, 1.152], [1.316, 1.515, -0.543], [2.389, -1.425, -0.975], [0.970, -2.387, -0.556], [2.086, -1.913, 0.672], [-0.189, 0.599, -1.497], [-0.288, -1.104, -1.703], [-2.145, -1.261, -0.458], [-3.749, 0.355, -0.809], [-2.633, 1.709, -0.544], [-2.555, 0.704, -2.004], [-1.221, 0.812, 1.459], [-1.335, -0.910, 1.659], [-2.681, -0.131, 1.470]],
  "nbo_charge": [-0.61, -0.21, -0.49, -0.42, -0.24, -0.07, -0.64, -0.67, 0.22, 0.22, 0.23, 0.16, 0.19, 0.19, 0.20, 0.21, 0.20, 0.24, 0.22, 0.23, 0.22, 0.26, 0.45, 0.46, 0.44]
}



Version two
{
  "formula": "C6H17N2",
  "method": "ωB97M-V with the def2-TZVPD basis set",
  "total_charge": 1,
  "orbital_gap_ev": 5.63,
  "elements": ["C", "N", "C", "C", "C", "C", "C", "N", "H", "H", "H", "H", "H", "H", "H", "H", "H", "H", "H", "H", "H", "H", "H", "H", "H"],
  "coordinates": [[1.524, 1.446, -0.534], [0.538, 0.498, -0.183], [0.028, -0.347, -1.135], [-0.258, -1.755, -0.570], [-1.235, -1.679, 0.611], [-0.658, -2.808, -1.560], [0.848, 2.780, -0.893], [-0.178, 3.142, 0.095], [2.165, 1.113, -1.360], [2.146, 1.529, 0.360], [-0.598, 2.351, 0.557], [-0.919, 0.077, -1.580], [0.560, -0.380, -2.105], [0.690, -2.063, -0.107], [-2.258, -1.460, 0.296], [-0.994, -0.841, 1.270], [-1.175, -2.585, 1.211], [-0.713, -3.800, -1.090], [-1.706, -2.698, -1.856], [0.022, -2.976, -2.399], [1.583, 3.589, -0.923], [0.406, 2.725, -1.881], [0.584, 0.151, 7.379], [-0.916, 3.739, -0.260], [0.513, 0.252, 6.656]],
  "nbo_charge": [-0.34, 0.16, -0.37, -0.20, -0.62, -0.63, -0.18, -0.79, 0.24, 0.28, 0.37, 0.38, 0.24, 0.22, 0.22, 0.22, 0.24, 0.25, 0.22, 0.23, 0.24, 0.21, 0.01, 0.39, -0.01]
}



Version three
{
  "formula": "C6H17N2",
  "method": "ωB97M-V with the def2-TZVPD basis set",
  "total_charge": 1,
  "orbital_gap_ev": 6.80,
  "elements": ["C", "N", "C", "C", "C", "C", "C", "N", "H", "H", "H", "H", "H", "H", "H", "H", "H", "H", "H", "H", "H", "H", "H", "H", "H"],
  "coordinates": [[0.724, -2.057, 0.245], [-0.512, -1.308, 0.420], [-0.409, 0.043, 0.973], [-1.279, 1.119, 0.355], [-0.847, 1.596, -1.038], [-1.440, 2.263, 1.336], [1.927, -1.293, -0.324], [1.669, -0.516, -1.509], [1.008, -2.464, 1.220], [0.414, -2.888, -0.395], [-0.747, -1.177, -0.616], [0.644, 0.329, 1.042], [-0.690, -0.042, 2.029], [-2.294, 0.761, 0.176], [0.234, 1.583, -1.185], [-1.354, 1.057, -1.837], [-1.107, 2.644, -1.169], [-0.647, 3.007, 1.353], [-1.738, 1.980, 2.340], [-2.269, 2.908, 1.022], [2.751, -1.993, -0.466], [2.375, -0.675, 0.462], [0.624, -0.560, -1.778], [2.092, -0.979, -2.317], [-0.366, -1.031, -1.884]],
  "nbo_charge": [-0.25, -0.33, -0.26, -0.25, -0.63, -0.62, -0.29, -0.54, 0.27, 0.23, 0.28, 0.20, 0.26, 0.22, 0.22, 0.21, 0.26, 0.22, 0.23, 0.23, 0.24, 0.24, 0.22, 0.40, 0.24]
}



Least stable structure: version three